Record 1
Here is 2 unconnected molecules or ions with the total composition C5H8 from OMol25. Energies are from wB97M-V/def2-TZVPD.

The value obtained for the HOMO energy is -0.3411 hartree. As for the gap between HOMO and LUMO: 10.500 eV. The calculation puts the calculated total energy at -5310.779 eV.

Element x y z (Å)
1 C 2.349 -0.188 -0.447
2 C 1.085 -0.345 -0.146
3 C -0.177 -0.421 0.111
4 C -1.485 0.249 -0.013
5 C -1.360 -1.106 0.662
6 H 3.034 0.311 0.234
7 H 2.749 -0.532 -1.397
8 H -1.668 1.119 0.614
9 H -1.939 0.292 -1.001
10 H -1.743 -1.976 0.134
11 H -1.472 -1.150 1.743
12 H 0.100 2.400 -1.400
13 H 0.693 1.965 -1.284

***

Record 2
Here is C5H8 in the gas phase at a distorted geometry from OMol25. Energies are from wB97M-V/def2-TZVPD.

The value obtained for the HOMO energy is -0.3388 hartree. As for the gap between HOMO and LUMO: 10.284 eV. The calculation puts the calculated total energy at -5312.813 eV.

Element x y z (Å)
1 C 0.177 1.421 -2.218
2 C 0.195 1.195 -0.937
3 C 0.388 0.773 0.278
4 C -0.577 -0.195 0.906
5 C 0.008 -1.590 1.064
6 H 0.914 0.876 -2.749
7 H -0.462 2.187 -2.664
8 H 1.237 1.156 0.842
9 H -1.484 -0.233 0.294
10 H -0.854 0.217 1.879
11 H 0.252 -2.009 0.083
12 H 0.921 -1.554 1.662
13 H -0.715 -2.245 1.559

***

Record 3
Here is a molecular structure, C5H8BF4HgN4O7P2 from OMol25. Energies are from wB97M-V/def2-TZVPD.

The value obtained for the HOMO energy (alpha / beta) is -0.0418 / -0.1481 hartree. The multiplicity is 2. The expectation value of S² is 0.76. As for the net charge: -2. As for the gap between HOMO and LUMO (alpha / beta): 6.253 / 9.032 eV. The calculation puts the calculated total energy at -59921.372 eV.

Element x y z (Å)
1 Hg -0.705 -0.823 -0.662
2 O -3.688 0.384 1.578
3 P -2.308 1.223 1.576
4 O -2.295 2.150 2.722
5 O -1.144 0.279 1.364
6 O -2.476 2.120 0.199
7 P -2.571 1.725 -1.352
8 O -3.645 0.482 -1.265
9 O -3.172 2.821 -2.143
10 O -1.248 1.134 -1.797
11 H -3.814 -0.047 0.721
12 H -4.260 0.599 -1.994
13 N -1.939 -3.352 0.314
14 C -1.897 -2.652 -0.686
15 H -2.474 -4.216 0.379
16 N 2.124 3.525 0.804
17 C 2.136 2.136 0.773
18 C 1.464 1.438 -0.234
19 N 1.457 0.122 -0.257
20 C 2.141 -0.534 0.684
21 C 2.824 0.169 1.652
22 N 2.822 1.503 1.713
23 H 1.289 3.936 0.417
24 H 2.342 3.878 1.723
25 H 0.875 1.947 -0.990
26 H 2.139 -1.616 0.629
27 H 3.378 -0.350 2.425
28 F 1.307 -2.921 -1.436
29 B 2.529 -3.599 -1.663
30 F 3.555 -2.649 -1.878
31 F 2.410 -4.437 -2.793
32 F 2.846 -4.377 -0.523

***

Record 4
Here is C5H8BN in the gas phase at a distorted geometry from OMol25. Energies are from wB97M-V/def2-TZVPD.

The value obtained for the HOMO energy is -0.3223 hartree. As for the gap between HOMO and LUMO: 9.642 eV. The calculation puts the calculated total energy at -7479.269 eV.

Element x y z (Å)
1 B 1.048 0.254 -1.130
2 N -0.108 1.046 -1.012
3 C -0.838 0.678 0.163
4 C -1.254 -0.805 -0.004
5 C -0.152 -1.504 -0.173
6 C 1.150 -0.407 0.300
7 C 0.221 0.638 1.155
8 H 1.786 -0.054 -1.874
9 H -0.607 1.724 -1.565
10 H -1.546 1.412 0.302
11 H -2.283 -1.120 -0.166
12 H 0.157 -2.563 -0.349
13 H 1.899 -1.007 0.731
14 H -0.193 0.176 2.106
15 H 0.719 1.531 1.515

***

Record 5
Here is a molecular structure, C5H8BiMgO5 at a distorted geometry from OMol25. Energies are from wB97M-V/def2-TZVPD.

The value obtained for the HOMO energy (alpha / beta) is -0.4940 / -0.6074 hartree. The multiplicity is 2. The expectation value of S² is 0.75. As for the net charge: +2. As for the gap between HOMO and LUMO (alpha / beta): 3.877 / 6.964 eV. The calculation puts the calculated total energy at -26815.622 eV.

Element x y z (Å)
1 C -2.388 0.741 -1.641
2 O -3.185 1.423 -2.324
3 O -1.583 -0.088 -2.125
4 Mg -5.083 1.913 -2.214
5 O -1.339 -1.262 0.592
6 C -0.960 -0.792 1.808
7 C 0.156 0.176 1.715
8 O 0.849 0.001 0.673
9 C 2.182 0.436 0.287
10 C 2.621 -0.650 -0.704
11 O 1.606 -0.966 -1.581
12 Bi -0.238 -1.162 -1.052
13 H -0.607 -1.540 2.559
14 H -1.765 -0.251 2.358
15 H 0.607 0.669 2.586
16 H -2.178 1.203 -0.586
17 H 2.795 0.527 1.190
18 H 2.029 1.399 -0.214
19 H 2.962 -1.525 -0.113
20 H 3.519 -0.250 -1.214

***

Record 6
Here is a molecular structure, C5H8Br2O at a distorted geometry from OMol25. Energies are from wB97M-V/def2-TZVPD.

The value obtained for the HOMO energy is -0.3155 hartree. As for the gap between HOMO and LUMO: 9.155 eV. The calculation puts the calculated total energy at -147445.075 eV.

Element x y z (Å)
1 C -0.698 1.093 0.016
2 C -2.012 -0.910 -0.462
3 C -0.144 0.202 -2.141
4 C 2.092 0.166 2.143
5 C -0.929 0.145 -0.852
6 O -0.419 1.777 0.929
7 Br 3.480 0.128 3.402
8 Br 2.606 -0.919 0.589
9 H 1.176 -0.295 2.658
10 H -3.056 -0.578 -0.912
11 H -2.184 -0.737 0.631
12 H -1.874 -1.947 -0.446
13 H -1.019 0.097 -2.889
14 H 0.356 1.157 -2.151
15 H 0.577 -0.565 -2.373
16 H 2.049 1.187 1.856

***

Record 7
Here is 2 unconnected molecules or ions with the total composition C5H8BrF3O at a distorted geometry from OMol25. Energies are from wB97M-V/def2-TZVPD.

The value obtained for the HOMO energy is -0.3145 hartree. As for the gap between HOMO and LUMO: 9.106 eV. The calculation puts the calculated total energy at -85554.599 eV.

Element x y z (Å)
1 C -2.152 0.589 0.166
2 C -0.610 0.419 0.591
3 C 2.068 -0.707 0.859
4 C 0.137 -0.547 -0.307
5 C 3.038 -0.460 -0.271
6 O 2.116 0.290 1.820
7 F 2.647 -1.001 -1.346
8 F 4.295 -1.119 -0.018
9 F 3.405 0.814 -0.385
10 Br -0.319 -2.368 -0.618
11 H -2.606 -0.401 -0.105
12 H -2.305 1.383 -0.508
13 H -2.772 0.803 1.076
14 H -0.573 0.010 1.641
15 H -0.099 1.405 0.700
16 H 1.849 -1.678 1.195
17 H 0.589 -0.245 -1.296
18 H 2.274 1.171 1.418

***

Record 8
Here is C5H8BrI in the gas phase at a distorted geometry from OMol25. Energies are from wB97M-V/def2-TZVPD.

The value obtained for the HOMO energy is -0.3253 hartree. As for the gap between HOMO and LUMO: 9.307 eV. The calculation puts the calculated total energy at -83456.199 eV.

Element x y z (Å)
1 C 1.108 -0.858 -0.464
2 C 0.156 -0.429 0.564
3 C -1.279 -0.982 0.569
4 C 0.188 1.135 0.344
5 I 0.993 2.336 1.852
6 C -0.069 1.592 -0.922
7 Br 0.010 3.423 -1.430
8 H 0.480 -1.172 -1.329
9 H 1.737 -1.735 -0.154
10 H 1.683 -0.080 -0.696
11 H 0.466 -0.689 1.566
12 H -1.738 -0.909 -0.480
13 H -1.824 -0.484 1.386
14 H -1.327 -2.017 0.739
15 H -0.583 0.868 -1.547

***

Record 9
Here is 2 unconnected molecules or ions with the total composition C5H8BrN at a distorted geometry from OMol25. Energies are from wB97M-V/def2-TZVPD.

The value obtained for the HOMO energy is -0.3104 hartree. As for the gap between HOMO and LUMO: 9.122 eV. The calculation puts the calculated total energy at -76843.624 eV.

Element x y z (Å)
1 N -0.649 1.630 -0.020
2 C -1.810 0.947 0.123
3 C -2.224 0.008 0.922
4 Br -4.154 -0.590 0.795
5 H 0.139 1.414 0.640
6 H -0.549 1.844 -0.990
7 H -2.607 1.431 -0.442
8 H -1.644 -0.778 1.342
9 C 2.184 -0.966 -1.575
10 C 1.748 -0.762 -0.385
11 C 1.582 -0.714 0.871
12 H 2.327 -0.339 -2.458
13 H 2.443 -2.019 -1.764
14 H 2.477 -0.221 1.470
15 H 0.738 -0.885 1.472

***

Record 10
Here is C5H8BrN4P in the gas phase from OMol25. Energies are from wB97M-V/def2-TZVPD.

The value obtained for the HOMO energy is -0.3369 hartree. As for the gap between HOMO and LUMO: 8.177 eV. The calculation puts the calculated total energy at -90603.929 eV.

Element x y z (Å)
1 C -2.592 0.579 1.464
2 C -1.158 0.173 1.126
3 P -0.875 0.056 -0.702
4 C -0.867 -1.756 -0.978
5 C 0.940 0.359 -0.732
6 N 1.747 -0.477 -1.390
7 N 3.026 -0.193 -1.443
8 C 3.416 0.911 -0.826
9 Br 5.247 1.299 -0.863
10 N 2.639 1.759 -0.161
11 N 1.365 1.477 -0.126
12 H -2.717 0.684 2.542
13 H -2.842 1.534 1.001
14 H -3.312 -0.164 1.117
15 H -0.914 -0.787 1.587
16 H -0.460 0.914 1.517
17 H -0.506 -1.974 -1.981
18 H -0.243 -2.283 -0.256
19 H -1.895 -2.111 -0.896

***

Record 11
Here is C5H8Cl2 in the gas phase at a distorted geometry from OMol25. Energies are from wB97M-V/def2-TZVPD.

The value obtained for the HOMO energy is -0.3661 hartree. As for the gap between HOMO and LUMO: 10.430 eV. The calculation puts the calculated total energy at -30357.157 eV.

Element x y z (Å)
1 C -2.169 -0.060 -0.233
2 C -0.781 -0.570 -0.471
3 C 0.240 -0.070 0.118
4 C 1.641 -0.787 -0.259
5 Cl 2.353 -1.974 0.955
6 C 0.593 1.125 0.745
7 Cl 1.244 2.429 -0.450
8 H -2.629 -0.979 0.393
9 H -2.267 0.823 0.404
10 H -2.569 -0.070 -1.268
11 H -0.836 -1.359 -1.232
12 H 2.343 0.136 -0.389
13 H 1.536 -1.513 -1.172
14 H -0.158 1.885 1.461
15 H 1.459 0.985 1.398

***

Record 12
Here is C5H8Cl2 in the gas phase at a distorted geometry from OMol25. Energies are from wB97M-V/def2-TZVPD.

The value obtained for the HOMO energy is -0.3706 hartree. As for the gap between HOMO and LUMO: 10.880 eV. The calculation puts the calculated total energy at -30356.541 eV.

Element x y z (Å)
1 C 0.766 1.196 0.802
2 C 0.076 0.026 0.076
3 C -0.373 -1.332 0.770
4 Cl -1.833 -0.980 1.936
5 Cl 1.162 -1.733 1.613
6 C -0.957 0.366 -0.979
7 C 0.339 -0.050 -1.379
8 H 1.954 0.956 0.817
9 H 0.354 1.413 1.906
10 H 0.641 1.988 0.007
11 H -0.516 -2.137 0.164
12 H -1.561 -0.714 -0.994
13 H -1.445 1.356 -1.401
14 H 0.448 -1.110 -1.782
15 H 0.946 0.756 -1.556

***

Record 13
Here is C5H8Cl2N2O3 in the gas phase at a distorted geometry from OMol25. Energies are from wB97M-V/def2-TZVPD.

The value obtained for the HOMO energy is -0.3734 hartree. As for the gap between HOMO and LUMO: 10.733 eV. The calculation puts the calculated total energy at -39483.049 eV.

Element x y z (Å)
1 O 1.184 3.127 0.997
2 C 1.123 2.749 -0.146
3 C 1.463 3.747 -1.241
4 Cl 1.222 3.094 -2.880
5 N 0.781 1.449 -0.446
6 C 0.503 0.454 0.555
7 O -0.069 -0.654 -0.138
8 C -0.612 -1.613 0.644
9 O -0.574 -1.630 1.865
10 N -1.144 -2.691 0.045
11 C -1.889 -3.701 0.724
12 Cl -2.772 -4.642 -0.545
13 H 2.516 4.068 -1.138
14 H 0.857 4.632 -1.101
15 H 0.951 1.169 -1.409
16 H 1.431 0.124 1.093
17 H -0.196 0.778 1.326
18 H -0.892 -2.795 -0.929
19 H -2.640 -3.289 1.426
20 H -1.243 -4.377 1.299

***

Record 14
Here is a molecular structure, C5H8ClN2P at a distorted geometry from OMol25. Energies are from wB97M-V/def2-TZVPD.

The value obtained for the HOMO energy is -0.2931 hartree. As for the gap between HOMO and LUMO: 8.637 eV. The calculation puts the calculated total energy at -30102.516 eV.

Element x y z (Å)
1 C -2.957 -1.672 -0.534
2 C -2.667 0.574 -0.486
3 C -3.489 -0.385 -0.874
4 C 0.380 1.632 0.087
5 C 1.432 -1.182 0.575
6 N -1.763 -1.700 -0.117
7 N -1.182 -0.549 -0.138
8 P 0.067 0.005 0.983
9 Cl -5.163 -0.195 -1.296
10 H -3.339 -2.657 -0.808
11 H -2.537 1.706 -0.441
12 H 0.702 1.416 -0.886
13 H 1.154 2.238 0.428
14 H -0.543 2.310 0.145
15 H 2.311 -0.570 0.232
16 H 1.018 -1.759 -0.318
17 H 1.676 -1.802 1.336